Here is a single C5H7ClS molecule in a non-equilibrium geometry from OMol25. Energies are from ωB97M-V with the def2-TZVPD basis set.

Geometry as ORCA input:
```
! wB97M-V def2-TZVPD RIJCOSX def2/J DEFGRID3
* xyz 0 1
H 3.995 -0.058 0.755
H -3.150 1.337 0.825
H 0.279 -0.477 -1.430
H -0.598 1.361 0.650
H 3.351 -0.985 -0.571
C -3.152 0.530 0.142
S 2.085 0.779 -0.139
C 3.184 -0.572 0.378
H -1.972 -0.903 -0.830
C 0.480 0.127 -0.520
Cl -4.603 -0.359 -0.009
C -1.998 -0.010 -0.291
C -0.666 0.540 0.023
H 2.766 -1.311 1.018
*
```

energy above the lowest of the compared OMol25 structures with the same formula, charge and spin: 30.13 kcal per mole
SMILES string: CS/C=C/C=C/Cl



Here is C43H55BrGe2N4O3Tc as an isolated structure in a non-equilibrium geometry from OMol25. Energies are from ωB97M-V with the def2-TZVPD basis set.

Geometry as ORCA input:
```
! wB97M-V def2-TZVPD RIJCOSX def2/J DEFGRID3
* xyz 2 4
H 0.028 4.049 7.200
H -3.657 1.246 -3.535
H 3.345 -3.982 0.751
H -3.704 -1.342 2.053
C 0.418 1.488 -3.297
H -0.803 1.102 -5.015
C -3.063 1.903 -2.898
C -3.466 -1.726 -0.060
H 1.803 0.164 7.298
H 3.002 1.642 4.001
C 2.844 1.788 -2.076
C 0.637 -2.119 -1.244
H 3.171 -0.630 2.963
H -1.356 0.397 -3.516
H -4.806 -2.555 1.404
C 3.949 -1.447 -5.078
H -5.091 -0.848 1.075
H -0.010 -2.579 2.532
H -0.636 -3.373 -4.626
H 3.592 2.439 -3.986
H 4.174 1.658 2.695
C 0.945 2.126 7.410
N 0.510 1.224 -1.976
H -5.002 -1.004 -1.411
C 0.806 -3.682 -3.074
H -1.672 -1.443 -3.467
H 1.375 2.160 -5.078
C -0.918 2.333 2.611
H 3.593 -4.797 -5.276
C -3.495 2.801 1.091
C 3.119 1.532 2.925
H -1.342 -1.425 2.433
C -0.435 -1.687 2.989
C 1.504 1.952 -4.027
H 4.228 -0.341 -3.265
C 2.736 2.102 -3.420
C 1.015 -1.622 0.036
H -1.549 -2.716 4.517
H 1.765 1.130 -0.351
H -1.185 -1.048 4.937
H -0.559 3.738 4.858
C -1.861 2.460 -3.629
C -4.319 -1.605 1.195
H 4.008 -2.305 -1.817
H -1.323 3.198 3.140
H -1.966 -3.083 -0.863
C 1.955 -2.340 0.740
C -4.185 2.035 2.207
H 1.219 -0.171 4.975
H -1.369 3.168 -2.963
Ge -1.600 2.327 0.790
C -0.242 -3.041 -3.680
O -2.734 -0.484 -0.201
H -3.702 2.693 -2.499
C 3.700 -3.669 -3.463
H 3.775 1.887 -1.544
H 1.248 -4.556 -3.532
C -0.912 1.295 -3.948
C 1.719 1.361 -1.404
N 3.583 -4.896 -2.739
N 3.027 -4.963 -1.653
H -1.268 4.755 0.296
C -0.789 -1.939 4.452
H -4.079 2.762 0.173
C 1.284 -3.226 -1.828
C 3.692 -3.809 -4.850
C -2.500 -2.901 0.065
H -4.959 -2.750 -1.230
C 2.646 0.167 2.434
C 2.345 -3.845 -1.111
H 1.204 2.272 8.447
C 1.279 0.945 6.768
C 0.935 0.770 5.438
H 2.880 0.048 1.376
H 1.352 3.163 0.245
Tc -1.121 0.275 -0.778
H -3.414 3.860 1.353
O -2.560 1.119 -1.785
H 0.072 -2.281 5.025
C -0.686 3.892 -0.032
H 1.247 4.873 -0.139
H -3.728 -1.952 -2.201
N -0.399 -1.506 -1.863
H -0.772 3.857 -1.115
H 2.572 2.343 2.446
C 4.039 -1.310 -3.697
C -0.820 -1.947 -3.030
C -0.057 2.939 5.382
O 0.395 -0.461 0.483
Br 4.082 0.092 -6.164
H -4.333 0.998 1.938
C 0.761 4.064 0.405
C 3.905 -2.418 -2.887
H -1.776 -2.728 0.859
C 0.281 3.122 6.709
C 0.256 1.751 4.722
H 2.243 -2.071 1.739
H -5.163 2.463 2.423
C 3.789 -2.694 -5.665
H -3.608 2.057 3.130
Ge 0.677 -0.112 2.586
H -3.056 -3.805 0.308
C -0.123 1.520 3.303
C -4.337 -1.861 -1.304
H -2.159 3.010 -4.517
H 0.822 4.299 1.465
C 2.600 -3.451 0.176
H -3.241 0.527 -1.424
H 3.761 -2.794 -6.740
*
```

⟨S²⟩: 3.78
energy: -242844.2485 eV



Here is a single C4H7NO molecule in a non-equilibrium geometry from OMol25. Energies are from ωB97M-V with the def2-TZVPD basis set.

Geometry as ORCA input:
```
! wB97M-V def2-TZVPD RIJCOSX def2/J DEFGRID3
* xyz 0 1
H -1.406 0.451 1.525
H -2.544 -0.933 0.689
H -0.483 -1.166 -0.967
O 0.493 1.620 0.120
C 0.585 0.388 0.007
C 1.989 -0.308 -0.042
N -1.840 0.524 -0.671
H 2.828 0.494 -0.191
H -1.453 1.450 -0.606
C -1.742 -0.201 0.606
H 2.060 -1.010 -0.983
C -0.672 -0.343 -0.317
H 2.184 -0.967 0.830
*
```

energy above the lowest of the compared OMol25 structures with the same formula, charge and spin: 56.10 kcal per mole
SMILES string: CC(=O)[C@H]1CN1



Here is a single C10H21N2OP molecule in a non-equilibrium geometry from OMol25. Energies are from ωB97M-V with the def2-TZVPD basis set.

Geometry as ORCA input:
```
! wB97M-V def2-TZVPD RIJCOSX def2/J DEFGRID3
* xyz 0 1
H 4.009 1.340 0.588
H 1.888 -2.159 0.875
H -4.208 -1.398 0.151
C -2.182 -0.175 1.726
C -2.628 0.156 0.337
P -0.351 1.782 0.265
H -1.528 -1.174 -1.776
H 3.392 -1.291 1.430
N 1.358 0.201 -0.706
H 1.823 -0.702 1.942
C 0.519 -0.683 -1.210
H 0.842 -1.571 -1.764
C 3.008 1.187 0.455
C -3.221 -1.109 -0.275
O 0.172 2.644 -0.954
H -1.957 0.652 2.373
H -4.532 0.855 0.569
H -1.363 -0.855 1.626
C -0.848 -0.487 -1.250
C 2.367 -1.203 1.064
C 2.571 -0.134 -0.168
H 2.721 2.071 -0.205
C -3.643 1.226 0.185
H 3.927 0.059 -2.005
C 3.632 -0.699 -1.178
H -3.364 2.220 0.601
H -3.069 -0.731 2.155
H 3.372 -1.622 -1.543
H 2.521 1.199 1.476
H -2.641 -2.044 -0.148
N -1.347 0.545 -0.438
H 4.645 -0.817 -0.609
H -3.303 -1.081 -1.372
H -3.649 1.432 -0.916
H 1.067 2.365 -1.299
*
```

energy above the lowest of the compared OMol25 structures with the same formula, charge and spin: 36.97 kcal per mole



Here is a 2-piece molecular cluster, C3H2F2O overall in a non-equilibrium geometry from OMol25. Energies are from ωB97M-V with the def2-TZVPD basis set.

Geometry as ORCA input:
```
! wB97M-V def2-TZVPD RIJCOSX def2/J DEFGRID3
* xyz 0 1
H 2.314 1.770 0.419
C -1.629 -0.261 -0.134
O 1.370 1.378 0.661
F 1.376 0.346 -1.327
C 1.070 0.321 -0.039
H -3.456 -1.634 -0.098
F 1.462 -0.820 0.516
C -2.506 -1.101 0.002
*
```

energy above the lowest of the compared OMol25 structures with the same formula, charge and spin: 140.15 kcal per mole



Here is a 3-piece molecular cluster, C4H12IN2 overall in a non-equilibrium geometry from OMol25. Energies are from ωB97M-V with the def2-TZVPD basis set.

Geometry as ORCA input:
```
! wB97M-V def2-TZVPD RIJCOSX def2/J DEFGRID3
* xyz 1 1
N 0.535 -2.107 -1.067
I 4.691 0.365 0.241
H -2.568 2.230 -0.941
H -1.297 3.016 0.176
H 0.545 1.631 -0.359
H -2.947 -0.219 0.798
C 0.869 -1.437 0.033
C -2.215 -0.233 -0.025
H 4.603 1.267 1.510
C -0.102 0.732 -0.149
H -2.723 -0.393 -1.028
H -2.872 2.039 0.867
C -2.053 2.132 0.075
H 0.366 -1.672 0.912
H 1.273 -2.265 -1.796
H -0.166 -2.696 -0.882
H 1.824 -0.817 0.091
N -1.340 0.850 -0.079
H -1.666 -1.162 0.089
*
```

energy above the lowest of the compared OMol25 structures with the same formula, charge and spin: 85.96 kcal per mole



Here is a 2-piece molecular cluster, CH4NO4P overall in a non-equilibrium geometry from OMol25. Energies are from ωB97M-V with the def2-TZVPD basis set.

Geometry as ORCA input:
```
! wB97M-V def2-TZVPD RIJCOSX def2/J DEFGRID3
* xyz -2 3
O -0.194 2.596 0.249
H -0.849 1.969 -0.186
P -0.923 -0.621 -0.725
O -1.520 -1.795 0.025
H 1.121 -2.037 0.577
H 2.176 -0.689 1.292
H 0.445 1.918 0.524
C 1.257 -0.955 0.719
O -0.246 -0.971 -2.039
N 0.501 -0.071 0.309
O -1.766 0.656 -0.743
*
```

energy above the lowest of the compared OMol25 structures with the same formula, charge and spin: 0.00 kcal per mole
⟨S²⟩: 2.01



Here is C11H10Cl2N7ReSe as an isolated structure in a non-equilibrium geometry from OMol25. Energies are from ωB97M-V with the def2-TZVPD basis set.

Geometry as ORCA input:
```
! wB97M-V def2-TZVPD RIJCOSX def2/J DEFGRID3
* xyz 3 2
N -2.414 -0.820 2.271
H 1.517 2.578 -0.428
C -4.751 -1.212 -0.464
C 0.381 0.358 -1.071
Re -0.283 0.396 0.874
H -4.411 -0.432 -2.427
C -1.401 3.301 0.896
H 2.656 -1.498 1.984
C -2.896 -0.706 1.035
H -2.220 0.546 -1.905
C -2.779 0.035 -1.131
H -2.256 5.298 0.909
Cl 1.521 0.557 2.302
C 1.690 -1.193 2.398
C -4.173 -1.331 0.810
Cl 0.369 -1.796 1.394
N -2.205 -0.047 0.070
C -4.026 -0.531 -1.422
N 0.803 0.340 -2.129
H -5.725 -1.634 -0.671
Se -3.568 -1.773 3.240
N -0.340 2.572 0.514
H 2.587 4.746 -1.093
H -2.216 2.823 1.417
C -1.407 4.677 0.642
H 1.692 6.221 -0.979
N -4.618 -1.930 1.903
H 1.566 -1.536 3.429
C 0.718 4.594 -0.276
N -0.386 5.248 0.094
C 0.690 3.171 -0.060
N 1.741 5.222 -0.810
*
```

⟨S²⟩: 0.77
energy: -114486.6724 eV



Here is a single C9H10O3S molecule in a non-equilibrium geometry from OMol25. Energies are from ωB97M-V with the def2-TZVPD basis set.

Geometry as ORCA input:
```
! wB97M-V def2-TZVPD RIJCOSX def2/J DEFGRID3
* xyz 0 1
H 3.619 -0.016 -0.599
C -0.130 0.290 0.776
H 2.811 1.334 0.095
O -5.974 0.012 0.472
H -1.649 1.946 -0.297
C -2.359 1.268 0.152
H -4.255 1.991 -0.343
H 0.350 1.236 0.459
H -2.762 -1.380 -2.714
O -2.140 -0.925 1.123
H -1.552 -1.799 1.044
S -4.553 -0.338 0.608
H 2.615 -2.368 1.286
C 0.785 -0.807 0.927
C -3.419 -1.259 -1.908
H 0.442 -1.782 1.574
H 2.217 0.379 -1.484
C 2.031 -0.702 0.459
C -1.476 0.180 0.749
C 2.557 0.366 -0.404
C -3.684 1.180 0.117
C -4.058 -0.873 -0.965
O 3.026 -1.590 0.698
*
```

energy above the lowest of the compared OMol25 structures with the same formula, charge and spin: 132.44 kcal per mole



Here is a single C3H5NO molecule in a non-equilibrium geometry from OMol25. Energies are from ωB97M-V with the def2-TZVPD basis set.

Geometry as ORCA input:
```
! wB97M-V def2-TZVPD RIJCOSX def2/J DEFGRID3
* xyz 0 1
H -1.526 0.572 1.203
C 0.450 0.956 0.865
O -0.959 -0.500 -0.502
H 0.260 -2.181 -0.336
C 0.289 -1.137 -0.682
N 1.152 1.617 1.503
H -1.157 1.573 -0.237
C -0.878 0.664 0.319
H 1.045 -0.558 -0.036
H 0.630 -1.080 -1.727
*
```

energy above the lowest of the compared OMol25 structures with the same formula, charge and spin: 42.04 kcal per mole
SMILES string: COCC#N



Here is a single C9H18N2Si molecule in a non-equilibrium geometry from OMol25. Energies are from ωB97M-V with the def2-TZVPD basis set.

Geometry as ORCA input:
```
! wB97M-V def2-TZVPD RIJCOSX def2/J DEFGRID3
* xyz 0 1
H -2.705 0.259 -0.518
C -0.676 -1.620 -1.135
H -2.378 0.249 1.276
H -0.910 -1.012 -2.029
Si 0.329 0.797 0.041
H 0.337 -2.107 -1.180
H -0.679 1.324 2.376
H -2.973 -1.214 0.669
C 3.773 -0.820 -0.680
H 0.837 2.166 2.055
H 0.762 1.276 -2.317
H -0.626 2.473 -1.687
H 0.278 -2.370 0.822
H 1.119 2.642 -1.344
H 2.649 0.831 1.773
C 0.367 1.990 -1.564
C 2.895 0.300 0.913
H 1.988 -0.839 -1.932
H 0.310 -1.046 1.973
C -2.317 -0.329 0.398
C -0.774 -0.741 0.112
N 3.998 -0.276 0.590
H -1.073 -2.012 1.925
H -1.324 -2.510 -1.009
H 4.503 -1.326 -1.121
C -0.088 1.791 1.596
H -0.614 2.794 1.334
N 1.952 0.218 -0.017
C 2.538 -0.400 -1.148
C -0.308 -1.616 1.339
*
```

energy above the lowest of the compared OMol25 structures with the same formula, charge and spin: 0.00 kcal per mole
SMILES string: CC(C)(C)[Si](C)(C)n1ccnc1



Here is a 8-piece molecular cluster, C17H53N4O7 overall in a non-equilibrium geometry from OMol25. Energies are from ωB97M-V with the def2-TZVPD basis set.

Geometry as ORCA input:
```
! wB97M-V def2-TZVPD RIJCOSX def2/J DEFGRID3
* xyz 1 1
H -5.161 -2.117 2.064
H 9.355 -0.098 -3.765
H -7.314 1.833 0.707
H 4.566 -0.560 4.145
C 7.298 0.561 -3.823
H -2.654 -0.876 -2.007
C 2.281 -0.833 -1.509
H 2.664 -1.356 -4.577
C 5.312 5.124 -1.064
H 4.191 0.235 -2.073
H 3.181 2.153 -3.015
C -1.742 -2.632 -1.134
H -6.489 -0.585 2.407
C -7.147 0.253 2.176
H -1.539 -2.171 -0.162
H 3.079 1.161 -0.908
H -8.933 -0.871 7.498
H 5.393 1.412 2.846
H 0.742 0.025 -0.525
C -8.401 -0.803 5.402
H -6.333 -4.112 1.099
C 8.744 0.730 -3.403
O 6.028 3.915 -1.300
H 1.498 -1.099 -2.276
H -2.825 -3.585 1.417
H 4.469 4.452 0.804
O -6.589 0.119 -0.171
H -0.909 -1.025 -2.316
H 8.823 0.778 -2.315
N 2.183 -0.453 -4.652
H -9.064 0.033 5.158
O -8.346 -1.686 4.286
H -9.891 -1.953 6.464
C 3.108 0.486 -1.824
H -2.671 -3.198 -1.059
H 2.908 -0.142 3.744
H -4.764 -4.921 0.891
H -2.039 -2.051 -3.190
C 3.903 0.277 3.913
H 3.578 5.788 0.045
C 4.391 1.014 2.681
H -7.478 -0.219 -0.325
H 6.887 -0.364 -3.412
H 9.153 1.666 -3.794
H -9.236 -2.023 4.138
H -8.234 -2.378 6.867
C -1.848 -1.582 -2.222
H 3.724 1.848 2.437
H -7.192 0.915 3.043
H 7.211 0.523 -4.913
O 4.449 0.130 1.565
H 6.872 2.462 -3.707
O -3.298 -2.951 1.968
C -4.622 -2.839 1.452
N 3.609 1.371 -5.227
H -5.354 -4.570 2.509
O 6.509 1.648 -3.334
H 4.439 1.759 -4.755
H -5.648 1.391 1.123
H -4.569 -2.452 0.428
H 1.213 -0.459 -4.970
H 1.123 -1.422 0.150
C 2.772 0.707 -4.248
H -7.397 -0.410 5.569
O -0.691 -3.547 -1.436
H 3.861 0.944 4.777
N 1.532 -0.559 -0.226
H 5.421 3.290 -1.710
H -8.142 -0.163 2.000
H 0.128 -3.042 -1.492
H 3.557 -0.213 1.418
H 5.999 5.838 -0.609
N 2.584 1.307 -2.981
C -5.315 -4.186 1.487
H 3.449 4.134 -0.592
C -8.893 -1.538 6.634
H 2.989 -1.698 -1.303
H 3.090 2.072 -5.765
H 4.978 5.530 -2.025
C -6.651 0.996 0.951
C 4.131 4.867 -0.148
*
```

energy: -38771.4372 eV